119
Properties=species:S:1:pos:R:3 method="wB97M-V/def2-TZVPD" charge=-1 e_homo_ev=-4.4 orbital_gap_ev=5.99 spin_multiplicity=1 e_lumo_ev=1.579
C -2.883 -5.762 -1.190
C -1.980 -4.478 -1.121
Br -2.317 -3.776 0.682
C -0.519 -4.909 -1.306
Br -0.320 -6.107 -2.869
P 0.841 -3.523 -1.239
C -0.166 -2.252 -2.246
C -0.550 -2.666 -3.677
C -1.258 -1.524 -4.354
F -2.152 -0.807 -3.612
C -1.109 -1.148 -5.645
F -2.096 -1.268 -6.535
F -0.022 -0.585 -6.138
O 2.244 -2.353 -1.152
C 2.220 -1.482 -0.168
O 2.082 -0.306 -0.410
C 2.424 -1.856 1.274
C 2.903 -0.855 2.124
C 3.053 -1.143 3.455
C 2.728 -2.358 4.038
C 2.236 -3.393 3.263
C 2.094 -3.173 1.902
H -2.274 -6.581 -0.816
H -3.723 -5.633 -0.513
H -3.215 -5.958 -2.203
H -2.375 -3.833 -1.896
H -0.311 -5.573 -0.467
H 1.413 -4.030 -2.471
H 1.672 -4.478 -0.495
H 0.277 -2.990 -0.016
H 0.456 -1.365 -2.358
H -1.047 -1.896 -1.710
H 0.338 -2.855 -4.279
H -1.273 -3.480 -3.728
H 3.143 0.107 1.696
H 3.413 -0.356 4.105
H 2.839 -2.481 5.104
H 1.936 -4.341 3.694
H 1.680 -3.965 1.301
Br 4.273 -3.054 1.133
C 5.806 -3.993 2.113
C 7.137 -3.820 1.429
Br 7.293 -4.975 -0.135
H 5.521 -5.039 2.214
H 5.816 -3.520 3.094
H 7.960 -4.118 2.079
H 7.305 -2.803 1.087
Br -3.697 2.526 1.182
C -3.409 1.457 -0.424
C -2.930 0.074 -0.089
Br -1.057 0.057 0.410
H -2.713 2.007 -1.047
H -4.380 1.419 -0.915
H -2.996 -0.572 -0.964
H -3.478 -0.374 0.733
Br 2.089 -7.041 1.022
C 2.997 -7.733 2.580
C 2.026 -8.368 3.533
Br 1.009 -7.011 4.506
H 3.534 -6.900 3.024
H 3.712 -8.463 2.206
H 2.556 -8.937 4.294
H 1.301 -9.009 3.045
Br -5.169 -2.240 1.854
C -5.942 -3.415 3.189
C -5.525 -4.844 2.967
Br -6.502 -5.653 1.491
H -7.018 -3.274 3.152
H -5.563 -3.050 4.143
H -5.766 -5.452 3.836
H -4.468 -4.944 2.737
Br -3.688 -0.420 5.257
C -5.227 0.537 5.961
C -6.504 0.067 5.319
Br -6.701 0.781 3.523
H -5.041 1.594 5.806
H -5.235 0.324 7.028
H -7.368 0.433 5.869
H -6.560 -1.014 5.237
Br -5.389 5.351 -2.269
C -7.038 5.603 -1.271
C -7.078 4.712 -0.060
Br -7.476 2.875 -0.543
H -7.856 5.423 -1.960
H -7.039 6.650 -0.977
H -7.879 5.013 0.612
H -6.138 4.697 0.484
Br -3.060 9.035 -6.566
C -2.160 8.377 -4.968
C -3.122 7.704 -4.028
Br -4.196 8.994 -3.048
H -1.652 9.224 -4.523
H -1.422 7.666 -5.330
H -2.581 7.148 -3.265
H -3.816 7.040 -4.533
Br 3.640 2.262 0.922
C 5.395 3.076 1.073
C 6.454 2.043 1.356
Br 6.411 1.465 3.214
H 5.326 3.840 1.841
H 5.573 3.551 0.109
H 7.448 2.463 1.212
H 6.347 1.151 0.747
Br 4.675 6.551 1.890
C 6.439 7.355 2.034
C 7.497 6.319 2.307
Br 7.463 5.732 4.160
H 6.378 8.113 2.807
H 6.615 7.833 1.073
H 8.489 6.739 2.159
H 7.385 5.431 1.694
Br 1.199 8.806 -6.473
C 0.975 7.289 -7.673
C 1.944 6.183 -7.354
Br 3.734 6.598 -7.993
H 1.082 7.669 -8.683
H -0.050 6.955 -7.521
H 1.661 5.269 -7.870
H 2.027 5.986 -6.291